93
Properties=species:S:1:pos:R:3:lowdin_spin:R:1 method="wB97M-V/def2-TZVPD" energy_ha=-1850.773259 s_squared=0.7541 spin_multiplicity=2 total_charge=0
C 0.054 -1.145 2.906 0.017
C 1.119 -1.270 1.807 0.026
C 2.452 -1.536 2.529 0.008
C 1.122 0.065 1.002 -0.001
C 1.275 0.074 -0.538 0.000
C 2.738 0.350 -0.960 0.000
C 3.807 -0.582 -0.397 0.002
C 5.127 -0.423 -1.151 0.000
O 6.025 -1.505 -0.948 0.000
C 0.407 1.177 -1.213 0.000
C 0.169 2.561 -0.568 0.000
N -0.182 3.431 -1.687 0.000
N -0.999 2.602 0.331 0.000
N 1.367 3.073 0.103 0.000
C 0.853 -1.267 -1.186 0.004
C 0.075 -2.246 -0.310 0.028
C 0.008 -3.571 -1.064 0.000
C -1.353 -1.772 0.011 0.020
N 0.849 -2.450 0.936 0.394
O 0.627 -3.537 1.565 0.490
H 0.423 -0.409 3.627 0.001
H -0.073 -2.086 3.438 0.002
H -0.899 -0.767 2.532 0.000
H 3.157 -2.065 1.889 0.000
H 2.271 -2.163 3.402 0.000
H 2.875 -0.601 2.897 0.000
H 1.942 0.662 1.410 0.000
H 0.205 0.589 1.274 0.000
H 2.995 1.379 -0.691 0.000
H 2.758 0.297 -2.057 0.000
H 3.993 -0.299 0.641 0.000
H 3.502 -1.632 -0.417 0.002
H 5.650 0.466 -0.793 0.000
H 4.935 -0.262 -2.220 0.000
H 5.733 -2.253 -1.482 0.000
H -0.589 0.789 -1.448 0.000
H 0.886 1.373 -2.177 0.000
H -0.414 4.356 -1.335 0.000
H 0.601 3.510 -2.331 0.000
H -0.705 2.613 1.301 0.000
H -1.578 1.779 0.210 0.000
H 1.443 2.735 1.057 0.000
H 1.307 4.085 0.146 0.000
H 0.216 -1.058 -2.051 0.000
H 1.731 -1.791 -1.573 0.001
H -0.679 -4.274 -0.597 0.000
H -0.308 -3.373 -2.089 0.000
H 0.995 -4.039 -1.084 0.000
H -2.050 -2.196 -0.713 0.003
H -1.465 -0.687 0.005 0.000
H -1.652 -2.166 0.981 0.001
C 0.109 -3.346 7.028 0.000
C 1.145 -2.587 6.343 0.000
N 1.974 -2.009 5.801 0.000
H 0.371 -3.463 8.078 0.000
H -0.847 -2.836 6.937 0.000
H 0.017 -4.327 6.566 0.000
C -2.129 3.882 -4.601 0.000
C -3.544 3.625 -4.836 0.000
N -4.656 3.419 -5.026 0.000
H -1.921 4.943 -4.731 0.000
H -1.850 3.585 -3.588 0.000
H -1.525 3.309 -5.302 0.000
C -0.015 5.051 3.729 0.000
C -0.396 3.699 4.116 0.000
N -0.704 2.632 4.406 0.000
H -0.711 5.427 2.981 0.000
H -0.034 5.706 4.598 0.000
H 0.991 5.047 3.312 0.000
C -3.042 -4.512 2.591 0.001
C -2.449 -3.944 3.793 0.001
N -1.976 -3.479 4.729 0.000
H -2.292 -5.070 2.033 0.000
H -3.859 -5.177 2.866 0.000
H -3.430 -3.707 1.968 0.000
C -1.183 -0.875 -4.700 0.000
C -1.573 -2.265 -4.494 0.000
N -1.896 -3.353 -4.325 0.000
H -1.865 -0.401 -5.403 0.000
H -1.218 -0.334 -3.755 0.000
H -0.170 -0.827 -5.096 0.000
C -5.268 -0.662 2.511 0.000
C -4.849 -1.477 1.378 0.000
N -4.494 -2.126 0.501 0.000
H -6.313 -0.860 2.743 0.000
H -4.655 -0.898 3.379 0.000
H -5.150 0.393 2.270 0.000
C 1.072 4.074 -7.403 0.000
C 1.188 3.493 -6.072 0.000
N 1.275 3.038 -5.026 0.000
H 0.353 4.892 -7.388 0.000
H 2.039 4.456 -7.724 0.000
H 0.735 3.317 -8.108 0.000


89
Properties=species:S:1:pos:R:3:lowdin_spin:R:1 method="wB97M-V/def2-TZVPD" energy_ha=-1693.078484 s_squared=0.7505 spin_multiplicity=2 total_charge=-1
C -1.734 -3.106 -2.238 0.050
C -2.926 -3.620 -1.441 0.041
N -3.802 -4.005 -0.816 0.010
H -1.526 -3.789 -3.062 0.020
H -0.776 -3.234 -1.734 0.004
H -1.868 -2.056 -2.499 0.006
C 4.475 0.968 1.624 0.007
C 3.473 1.695 0.874 0.007
N 2.652 2.208 0.299 0.002
H 4.134 0.005 2.005 0.001
H 5.098 1.621 2.235 0.001
H 5.205 0.747 0.845 0.002
C -4.743 -0.558 -0.900 0.160
C -3.527 0.000 -1.462 0.105
N -2.521 0.405 -1.888 0.013
H -5.542 0.173 -1.025 0.044
H -4.521 -0.624 0.165 0.022
H -4.999 -1.546 -1.283 0.016
C 0.125 -0.102 -0.824 0.010
C 1.158 -0.716 -0.019 0.008
N 1.967 -1.250 0.644 0.003
H 0.372 0.939 -1.030 0.001
H -0.851 -0.161 -0.342 0.004
H 0.160 -0.690 -1.742 0.004
C -0.366 1.271 -5.395 0.022
C 0.709 2.273 -4.941 0.006
C 1.504 1.442 -3.999 0.005
O 1.447 0.120 -4.496 0.013
C 0.395 -0.031 -5.451 0.023
H -0.869 1.608 -6.302 0.004
H -1.109 1.248 -4.598 0.006
H 0.278 3.114 -4.397 0.002
H 1.436 2.583 -5.691 0.001
H 0.942 1.524 -3.069 0.001
H 2.519 1.789 -3.809 0.002
H -0.288 -0.860 -5.266 0.015
H 0.989 0.024 -6.363 0.002
C 2.180 -5.394 -0.554 0.012
C 1.494 -6.697 -0.494 0.005
C 0.069 -6.351 -0.732 0.012
O -0.099 -5.017 -0.132 0.002
C 1.182 -4.356 0.029 0.007
H 2.384 -5.170 -1.601 0.008
H 3.118 -5.437 -0.001 0.002
H 1.599 -7.122 0.504 0.000
H 1.909 -7.347 -1.265 0.002
H -0.690 -7.065 -0.413 0.002
H -0.063 -6.348 -1.814 0.007
H 1.425 -4.186 1.078 0.002
H 1.114 -3.434 -0.548 0.003
C 0.167 4.454 -1.096 0.008
C 0.116 5.920 -1.566 0.006
C -1.412 6.144 -1.765 0.011
O -2.060 4.955 -1.376 0.034
C -1.194 3.885 -1.543 0.017
H 0.340 4.420 -0.021 0.005
H 0.915 3.902 -1.664 0.001
H 0.689 6.114 -2.473 0.001
H 0.510 6.539 -0.760 0.002
H -1.667 6.461 -2.777 0.002
H -1.730 6.950 -1.104 0.002
H -1.198 3.557 -2.583 0.003
H -1.486 2.993 -0.990 0.010
C -1.680 -0.421 2.580 0.014
C -2.624 0.347 3.425 0.043
C -2.775 -0.495 4.764 0.013
O -2.296 -1.801 4.405 0.005
C -2.110 -1.817 2.932 0.013
H -0.626 -0.403 2.858 0.000
H -1.801 -0.208 1.518 0.009
H -3.580 0.433 2.908 0.031
H -2.277 1.377 3.509 0.012
H -3.836 -0.472 5.011 0.005
H -2.112 -0.140 5.553 0.001
H -3.023 -2.135 2.429 0.008
H -1.559 -2.650 2.496 0.003
C 0.937 1.687 4.476 0.007
C 1.525 0.331 4.311 0.003
C 2.981 0.442 4.839 0.003
O 3.392 1.738 4.426 0.001
C 2.280 2.555 4.429 0.005
H 0.337 1.840 5.373 0.002
H 0.230 1.901 3.675 0.005
H 1.665 0.085 3.259 0.000
H 0.928 -0.433 4.808 0.001
H 3.669 -0.211 4.302 0.001
H 3.150 0.160 5.878 0.001
H 2.199 3.272 3.612 0.002
H 2.326 3.239 5.276 0.001